27
Properties=species:S:1:pos:R:3:forces:R:3:nbo_charge:R:1 method="wB97M-V/def2-TZVPD" e_tot_ev=-33012.0616 total_charge=+1 homo_energy_ev=-13.00 molar_mass_g_mol=199.3 gap_ha=0.3684
K 0.2979 -0.5726 0.0949 -0.011 -0.117 -0.372 0.96
O -0.6551 -2.3936 1.9609 -1.011 0.952 -1.825 -0.94
H -1.4031 -1.9026 2.2969 -0.797 0.163 -0.216 0.47
H -0.2721 -2.6266 2.7649 1.656 -1.045 2.061 0.48
O 1.7049 -0.3056 2.4549 -1.623 -0.898 -0.660 -0.98
H 1.0349 0.2984 2.8049 0.936 0.164 0.290 0.49
H 2.5909 0.0064 2.5219 0.727 0.887 0.485 0.50
C -2.2401 1.5314 0.4869 -1.670 1.829 -0.271 -0.08
C -3.7631 1.4794 0.3539 -0.081 0.328 -0.089 -0.08
O -4.3881 1.5634 1.5859 -0.120 -1.966 0.937 -0.72
O -1.7381 1.3694 -0.7781 1.432 -0.010 -2.053 -0.73
H -1.9301 0.6814 1.0009 0.530 -1.257 1.655 0.14
H -1.8711 2.4884 0.9089 -0.282 -0.605 0.381 0.17
H -4.0241 0.5214 -0.1411 0.041 0.520 0.298 0.18
H -4.1421 2.3074 -0.2551 0.380 -0.147 -0.475 0.17
H -4.6341 2.4344 1.8159 -0.332 1.405 0.175 0.48
H -1.8991 2.1944 -1.2461 0.128 -0.172 -0.392 0.48
C 2.7279 -0.4106 -2.4861 -0.528 -1.662 -1.589 -0.11
C 3.1539 -1.3456 -1.4181 0.759 -1.807 1.253 -0.10
O 2.1009 -2.2926 -0.9761 0.730 0.619 -0.607 -0.77
O 1.6629 0.4174 -2.1121 -0.172 0.390 0.894 -0.74
H 2.3819 -0.9886 -3.3511 0.040 -0.386 0.061 0.18
H 3.5449 0.1444 -2.9061 0.804 0.436 0.393 0.20
H 3.4119 -0.8246 -0.5081 0.369 0.630 0.215 0.17
H 4.0669 -1.9506 -1.7011 -1.016 0.809 -0.102 0.21
H 2.5619 -2.9546 -0.4331 -0.349 0.244 -0.322 0.49
H 1.7199 1.1314 -2.7381 -0.539 0.695 -0.127 0.49